The following is a DFT calculation (ωB97M-V with the def2-TZVPD basis set) of a gas-phase ion, C5H10N (charge +1) at a distorted geometry.

```
! RIJCOSX wB97M-V def2-TZVPD def2/J DEFGRID3
* xyz 1 1
C 0.08124 -0.48154 -3.10879
C 0.08622 0.09950 -2.04188
C 1.35726 0.98350 -0.04067
C -1.03828 -0.49628 1.40981
C 0.06174 0.39559 -0.55755
N -0.45475 -0.76612 0.06345
H 0.11251 -0.55400 -4.16727
H 2.39289 0.58574 -0.01441
H 1.56344 1.99041 -0.50894
H 1.10859 1.18466 0.99283
H -0.80934 -1.42536 1.99918
H -0.45491 0.24251 1.93575
H -2.03766 -0.21640 1.35926
H -0.65241 1.39609 -0.45489
H 0.11469 -1.63376 -0.02073
H -1.30084 -1.06286 -0.42853
*
```

Computed properties:
Kohn-Sham gap = 11.105 eV
LUMO level = -3.463 eV
HOMO level = -14.6 eV
structure (SMILES) = C#C[C@H](C)[NH2+]C
DFT total energy = -6827.195 eV
energy relative to the best compared isomer or geometry (same formula, charge and spin) = 290.2 kJ/mol